1.
Here is a structure of composition C10H14BEuN7O3 from the Open Molecules 2025 dataset. Energies are from the ωB97M-V functional and the def2-TZVPD basis.

Positions of all 36 atoms, in Å:
C  2.967681  -0.052380  0.683504
N  1.710777  0.002623  0.208180
N  1.824148  0.051446  -1.185487
C  3.121557  0.030896  -1.540436
C  3.892677  -0.024185  -0.377370
B  0.544467  0.167023  -2.064492
N  -0.441100  -0.995024  -1.754022
N  -0.900968  -1.239110  -0.456402
C  -1.757451  -2.277126  -0.553516
C  -1.849388  -2.706883  -1.889199
C  -0.999857  -1.870375  -2.608952
Eu  -0.329269  -0.060016  1.823596
N  -0.152111  1.510352  -1.676999
N  -0.562363  1.735676  -0.373515
C  -1.102855  2.962707  -0.332517
C  -1.048578  3.542117  -1.621240
C  -0.439938  2.584250  -2.434572
H  -1.500303  3.376968  0.583260
H  -0.187590  2.582549  -3.486213
H  -1.399908  4.512753  -1.911676
H  0.837164  0.172219  -3.225170
H  -0.752624  -1.829428  -3.659286
H  3.399123  0.056948  -2.586052
H  -2.448315  -3.510503  -2.267919
H  4.960250  -0.041303  -0.301097
H  -2.266664  -2.670818  0.317915
H  3.160791  -0.106325  1.747288
H  -2.655296  -0.678765  2.041445
C  -2.224671  -1.432292  2.726479
H  -2.933197  -2.262610  2.754157
H  -1.257055  -1.855912  2.368193
H  -2.124293  -1.030275  3.742661
O  1.186795  0.017280  5.458685
N  0.746466  0.326791  4.372734
O  -0.524564  0.554959  4.161261
O  1.506474  0.455769  3.316758

Forces on atoms 1 to 2 (eV/Å):
C -2.05 0.14 -0.08
N 1.80 -0.26 1.46

Results
HOMO energy (alpha / beta)   -0.5794 / -0.5571 Ha
Orbital gap (alpha / beta)   5.64 / 3.72 eV
Charge   +2
Spin multiplicity   8

***

2.
Here is a structure of composition C10H14BFeN7O3 from the Open Molecules 2025 dataset. Energies are from the ωB97M-V functional and the def2-TZVPD basis.

Positions of all 36 atoms, in Å:
H  0.580808  2.155685  1.654392
N  0.792558  0.914450  -0.046053
B  0.165979  0.119114  -2.480567
N  0.485996  1.193927  -1.399735
C  0.620366  2.524170  -1.606731
Fe  2.064908  -0.319643  0.420765
H  0.676393  3.006384  -2.574249
C  0.734191  3.157221  -0.357921
H  0.922613  4.188511  -0.138989
C  0.728915  2.135737  0.591457
H  0.377604  0.620885  -3.547083
C  -0.398675  -0.451270  3.880757
H  0.603570  -0.005567  3.927086
H  -0.316183  -1.488312  3.524259
H  -0.884796  0.057971  3.025443
N  -1.387791  -0.260107  -2.529993
N  1.065879  -1.037546  -1.991409
N  -1.896240  -0.836000  -1.392596
N  1.259733  -1.410232  -0.673131
C  -2.377163  -0.207019  -3.483492
C  1.837980  -1.821018  -2.775861
H  -2.220317  0.199538  -4.475641
H  2.023908  -1.682516  -3.852100
C  -3.558299  -0.657641  -2.863829
C  2.420582  -2.823316  -1.994005
C  -3.205580  -1.024150  -1.547623
C  2.044006  -2.562767  -0.702438
H  -4.536614  -0.752934  -3.258656
H  3.123191  -3.608085  -2.294269
H  -3.801391  -1.381675  -0.702910
H  2.077542  -3.215669  0.145260
H  -0.698019  -0.034021  4.878043
O  0.804578  0.365840  6.748832
N  0.215734  1.343381  6.186981
O  0.542356  2.509607  6.272155
O  -0.888333  1.087052  5.433843

Forces on atoms 1 to 2 (eV/Å):
H 0.57 0.11 0.36
N -3.58 4.11 -0.83

Results
HOMO energy (alpha / beta)   -0.3235 / -0.2435 Ha
Orbital gap (alpha / beta)   6.81 / 3.18 eV
Charge   0
Spin multiplicity   5

***

3.
Here is the molecule C10H14BNO2Si from the Open Molecules 2025 dataset. Energies are from the ωB97M-V functional and the def2-TZVPD basis.

Positions of all 29 atoms, in Å:
B  -4.340955  0.523534  -2.254298
C  -2.171683  -0.751311  -1.848733
C  -0.944239  -0.948954  -1.168750
C  -1.006092  1.969226  1.256311
C  -2.593253  1.275275  -0.467648
C  0.180494  1.627765  1.907005
C  -2.945586  0.404160  -1.517453
C  -1.369570  1.087869  0.213049
C  -0.649174  -0.019443  -0.171947
C  2.943566  0.248796  -0.465389
C  2.609125  -1.925633  1.920200
N  0.940169  0.605546  1.705769
O  -4.444682  0.046566  -3.536391
O  -5.272558  1.344116  -1.675956
Si  2.482754  -0.039646  1.431434
H  -2.482783  -1.419321  -2.612543
H  -0.283630  -1.764102  -1.381658
H  -1.385480  3.041242  1.426458
H  -3.096635  2.218435  -0.397229
H  0.361821  2.339757  2.820052
H  4.116771  0.193958  -0.585738
H  2.516493  -0.536430  -1.036509
H  2.656550  1.208215  -0.901479
H  3.534498  -2.162978  2.356127
H  1.793444  -2.373512  2.402443
H  2.589960  -2.540474  1.030903
H  -5.404156  0.146724  -3.895268
H  -6.156432  1.432194  -1.972224
H  3.721995  0.586642  2.250460

Forces on atoms 1 to 2 (eV/Å):
B 0.70 1.40 -0.36
C 0.98 1.83 1.75

Results
HOMO energy (alpha / beta)   -0.2714 / -0.2686 Ha
Orbital gap (alpha / beta)   6.79 / 5.73 eV
Charge   0
Spin multiplicity   1

***

4.
Here is the molecule C10H14BNO3 from the Open Molecules 2025 dataset. Energies are from the ωB97M-V functional and the def2-TZVPD basis.

Positions of all 29 atoms, in Å:
C  3.317205  -2.789751  0.965799
C  2.241847  -1.819099  0.498491
O  2.073447  -0.818814  1.465145
C  0.891348  -0.093039  1.351562
C  0.622874  0.804755  2.409386
C  -0.489137  1.602479  2.489757
C  -1.352560  1.556620  1.431294
C  -1.137836  0.705248  0.386146
C  -0.059018  -0.169797  0.312061
B  -0.364340  -0.844056  -1.068287
O  0.625654  -1.514456  -1.829579
O  -1.597526  -0.402392  -1.632880
C  -2.026453  0.639016  -0.807142
C  -1.920901  1.953776  -1.594349
N  -2.458643  1.883469  -2.939230
H  3.058914  -3.288887  1.928119
H  4.287582  -2.290889  1.057698
H  3.419704  -3.596994  0.232198
H  2.476252  -1.363778  -0.498681
H  1.261045  -2.310578  0.383594
H  1.374433  0.854243  3.180903
H  -0.638510  2.302505  3.299712
H  -2.143585  2.272810  1.416310
H  0.262927  -1.603184  -2.715057
H  -3.044363  0.375564  -0.517384
H  -2.359191  2.784133  -1.035702
H  -0.862803  2.216715  -1.696493
H  -2.006482  1.216595  -3.534482
H  -3.451884  1.737790  -2.938910

Forces on atoms 1 to 2 (eV/Å):
C -0.20 -0.35 0.19
C -0.10 -0.58 -0.94

Results
HOMO energy   -0.3124 Ha
Orbital gap   9.01 eV
Charge   0
Spin multiplicity   1

***

5.
Here is the molecule C10H14ClNOSi from the Open Molecules 2025 dataset. Energies are from the ωB97M-V functional and the def2-TZVPD basis.

Positions of all 28 atoms, in Å:
C  -2.131488  0.986292  -0.165741
Si  -2.061542  -0.699238  0.800034
C  -1.903169  -0.306208  2.620693
Cl  -3.618125  -1.893986  0.402381
C  -0.521586  -1.748264  0.419694
N  0.810563  -1.098112  0.411661
C  1.459464  -1.087762  1.652934
O  1.174293  -1.859802  2.524940
C  1.188463  -0.179966  -0.555275
C  1.688461  1.096048  -0.239772
C  2.021350  1.948618  -1.279246
C  1.714641  1.669534  -2.595766
C  1.259030  0.402664  -2.899830
C  1.078419  -0.518885  -1.919771
H  -2.671631  0.793559  -1.225543
H  -2.851324  1.674516  0.329157
H  -1.160198  1.313673  -0.306737
H  -1.875175  -1.154852  3.376615
H  -0.920534  0.103259  2.908388
H  -2.577914  0.500854  3.029461
H  -0.245652  -2.483648  1.209043
H  -0.546475  -2.358003  -0.592641
H  2.457559  -0.481251  1.722049
H  1.841780  1.420152  0.799291
H  2.451952  2.896226  -0.979995
H  1.919441  2.441004  -3.201005
H  1.202941  0.043403  -3.952539
H  0.816453  -1.419824  -2.292480

Forces on atoms 1 to 2 (eV/Å):
C -4.13 -2.52 -1.44
Si 1.59 1.70 0.42

Results
HOMO energy   -0.3169 Ha
Orbital gap   9.32 eV
Charge   0
Spin multiplicity   1

***

6.
Here is a structure of composition C10H14CoN2P from the Open Molecules 2025 dataset. Energies are from the ωB97M-V functional and the def2-TZVPD basis.

Positions of all 28 atoms, in Å:
C  0.485639  0.750033  -2.561867
C  -0.589228  -0.098618  -3.034264
C  -0.253392  -1.439235  -2.719803
C  1.091273  -1.504886  -2.236296
C  1.560510  -0.186257  -1.971457
Co  0.674934  1.274713  -0.198241
P  -0.441631  3.065263  -0.865233
H  0.716989  1.717843  -2.996062
H  -1.504690  0.266685  -3.480597
H  -0.894808  -2.305367  -2.880544
H  2.593341  0.154477  -1.841758
H  1.608614  -2.448139  -2.029437
H  -1.616342  3.201324  0.012379
H  -0.827980  3.439568  -2.223001
H  0.720290  3.922392  -0.473772
N  -0.336293  -2.386629  0.638271
C  -0.270349  -1.382027  1.525890
C  -0.472529  -1.610502  2.922562
C  -0.465258  -0.519276  3.809117
C  -0.196372  0.772217  3.306194
C  0.120406  0.873728  1.968757
N  0.040680  -0.134309  1.070239
H  -0.250940  -2.267248  -0.346571
H  -0.505668  -3.340599  0.977799
H  -0.590479  -2.640027  3.266737
H  -0.639605  -0.670297  4.879959
H  -0.221655  1.652970  3.977931
H  0.464532  1.842195  1.503057

Forces on atoms 1 to 2 (eV/Å):
C 1.34 -2.94 -0.16
C 1.52 0.48 1.44

Results
HOMO energy (alpha / beta)   -0.0134 / -0.1201 Ha
Orbital gap (alpha / beta)   3.54 / 6.39 eV
Charge   -1
Spin multiplicity   4

***

7.
Here is a structure of composition C10H14HgN3O5 from the Open Molecules 2025 dataset. Energies are from the ωB97M-V functional and the def2-TZVPD basis.

Positions of all 33 atoms, in Å:
O  0.616167  4.031492  -4.742677
C  0.852036  2.970661  -5.181279
Hg  -0.436910  -0.622062  -1.951569
O  0.474249  3.370344  -1.680353
C  0.092124  2.286967  -1.872200
C  0.422981  -1.244469  -4.150401
O  1.199993  -1.648959  -4.899125
C  2.372452  1.139039  -3.155534
O  3.376296  1.660757  -2.994905
C  -2.794749  1.081979  -2.750370
O  -3.629835  1.708137  -3.199900
H  -0.660344  -0.277951  -3.452251
C  1.783891  -2.324598  1.667239
N  0.749125  -1.404289  2.093430
C  0.465957  -1.410978  3.521765
C  -0.122526  -0.888149  1.172555
N  -0.170706  -1.451649  -0.060196
N  -0.917007  0.120804  1.522172
C  -0.618790  1.035364  2.599030
C  -2.059585  0.482405  0.724931
H  2.462028  -2.478584  2.521775
H  2.272768  -1.850683  0.813112
H  1.352306  -3.297458  1.372183
H  0.947428  -0.575061  4.048244
H  -0.602919  -1.430969  3.773528
H  0.895257  -2.328475  3.948308
H  0.485069  -2.210715  0.052434
H  0.457420  1.144679  2.771325
H  -1.075333  1.996364  2.326305
H  -1.087572  0.704233  3.531709
H  -1.831091  1.304898  0.038008
H  -2.427019  -0.381345  0.172822
H  -2.843165  0.788277  1.419883

Forces on atoms 1 to 2 (eV/Å):
O 1.05 -4.71 -2.00
C -1.09 4.75 1.89

Results
HOMO energy   -0.4252 Ha
Orbital gap   8.17 eV
Charge   +1
Spin multiplicity   1

***

8.
Here is a structure of composition C10H14IOP from the Open Molecules 2025 dataset. Energies are from the ωB97M-V functional and the def2-TZVPD basis.

Positions of all 27 atoms, in Å:
C  1.424967  0.132304  1.835588
C  0.532408  -0.651443  1.147075
C  1.441178  1.616264  -0.050684
C  1.930246  1.268282  1.207847
C  0.591701  0.781264  -0.787957
C  0.151870  -0.309464  -0.083138
C  3.100148  2.108993  1.764389
C  0.400881  1.233634  -2.186084
C  -2.801206  -1.737719  -1.517959
C  -1.810202  -1.649851  -0.401861
O  -0.715339  -1.047188  -0.940221
P  -1.861491  -3.009774  0.814654
I  -2.921013  0.580824  0.977041
H  1.828972  -0.318972  2.718205
H  0.237981  -1.674241  1.537855
H  1.655996  2.560534  -0.484403
H  2.971922  3.219768  1.501862
H  3.411072  1.908701  2.762256
H  4.061930  1.801360  1.202124
H  0.450497  2.297249  -2.333073
H  1.099402  0.788603  -2.872255
H  -0.596306  0.801567  -2.547182
H  -2.533412  -2.380013  -2.377450
H  -2.840334  -0.721063  -1.952810
H  -3.782935  -2.057697  -1.332562
H  -3.282037  -3.233566  0.571276
H  -2.146892  -2.308358  1.827477

Forces on atoms 1 to 2 (eV/Å):
C 0.77 -0.02 -0.62
C -0.37 -2.62 1.83

Results
HOMO energy (alpha / beta)   -0.3028 / -0.3028 Ha
Orbital gap (alpha / beta)   7.16 / 7.16 eV
Charge   0
Spin multiplicity   1